{"formula": "C19H20CaN3O3S", "method": "ωB97M-V/def2-TZVPD", "total_charge": 1, "spin_multiplicity": 1, "symbols": ["Ca", "C", "N", "C", "C", "N", "C", "S", "C", "C", "C", "C", "C", "N", "H", "H", "H", "H", "H", "H", "H", "H", "H", "C", "C", "O", "C", "C", "C", "C", "C", "C", "H", "H", "H", "H", "H", "H", "H", "H", "C", "O", "C", "O", "H", "H", "H"], "positions_angstrom": [[0.8510, -0.1874, 0.6589], [-0.1462, -2.3496, 4.8402], [-0.4042, -2.8394, 3.5312], [-1.6012, -3.4107, 3.1850], [-1.6084, -3.6135, 1.8734], [-0.4032, -3.1513, 1.3981], [0.3722, -2.6369, 2.4204], [2.0182, -2.1412, 2.4117], [0.0922, -3.4564, 0.1206], [-0.0077, -4.7247, -0.3234], [0.6392, -5.0787, -1.5003], [1.2243, -4.0706, -2.2504], [1.2702, -2.7862, -1.6826], [0.7692, -2.5056, -0.5080], [-0.5561, -1.3597, 4.9353], [0.8926, -2.2751, 4.9908], [-0.6576, -2.9626, 5.5513], [-2.3099, -3.6979, 3.9523], [-2.2872, -4.1748, 1.2639], [-0.5688, -5.5034, 0.2195], [0.6894, -6.0856, -1.8901], [1.7913, -4.2621, -3.1710], [1.6898, -1.9471, -2.2340], [-1.2776, 3.5525, 2.0001], [-0.9185, 2.6691, 0.8353], [-0.6484, 1.4791, 1.0294], [-0.8729, 3.3338, -0.5070], [-0.6628, 4.6774, -0.6772], [-0.7406, 5.1919, -1.9446], [-0.9606, 4.3939, -3.0490], [-1.1730, 3.0285, -2.8856], [-1.0955, 2.4709, -1.6290], [-1.4844, 2.8545, 2.8054], [-2.1076, 4.2526, 1.8130], [-0.3817, 4.0508, 2.2947], [-0.3850, 5.3292, 0.1567], [-0.4813, 6.2614, -2.0658], [-1.0503, 4.8579, -4.0256], [-1.3519, 2.3836, -3.7582], [-1.1768, 1.4440, -1.4757], [2.2740, 2.3785, -2.8381], [1.7463, 1.0556, -2.8470], [1.5937, 0.3757, -1.6630], [2.3000, 0.8626, -0.7302], [3.2094, 2.4742, -3.3402], [2.3222, 2.8578, -1.8354], [1.5742, 2.9851, -3.4556]], "atomic_forces_ev_per_a": [[0.84, -0.41, -0.98], [-0.54, 0.66, 0.16], [0.14, 0.30, -1.40], [-0.48, -0.33, 1.15], [-0.08, -0.55, -0.33], [0.49, 0.90, 0.34], [-0.21, -1.02, 0.74], [-1.01, 0.30, -0.08], [0.87, 0.42, 0.07], [-0.63, -2.48, -0.28], [0.15, 0.61, -1.03], [0.81, 0.21, 0.51], [0.37, -0.41, -1.59], [-0.99, 0.80, 0.77], [-0.20, 0.59, 0.07], [1.24, -0.20, 0.40], [0.04, -0.54, 0.50], [0.04, 0.19, -0.27], [-0.19, 0.20, -0.20], [0.47, 0.59, -0.10], [-0.28, -0.14, 0.29], [-0.55, 0.06, 0.38], [0.08, -0.17, 0.23], [-0.69, -1.21, -0.07], [0.16, 1.38, -0.46], [-0.18, 0.25, -0.22], [-0.31, -2.99, -0.12], [0.05, 0.45, 0.74], [1.03, 1.63, -0.54], [-0.70, 0.03, -0.07], [0.09, -0.51, -0.66], [0.39, 2.59, 0.70], [-0.38, 0.20, 0.29], [0.52, -0.32, 0.03], [0.67, 0.80, 0.13], [-0.30, -0.26, -0.25], [-0.43, -0.72, -0.11], [0.17, -0.15, 0.04], [0.10, 0.37, 0.45], [-0.29, -1.52, 0.18], [-1.19, 1.46, 0.08], [-0.56, -0.71, 0.47], [0.84, 1.52, -0.16], [-0.65, -0.43, 0.48], [0.94, -0.40, -0.09], [0.05, -0.66, -0.61], [0.29, -0.42, 0.41]], "nbo_charge": [1.774, -0.406, -0.338, -0.049, -0.061, -0.394, 0.225, -0.335, 0.332, -0.253, -0.131, -0.235, 0.080, -0.521, 0.210, 0.248, 0.225, 0.247, 0.250, 0.237, 0.240, 0.245, 0.241, -0.727, 0.674, -0.745, -0.195, -0.164, -0.209, -0.163, -0.192, -0.153, 0.240, 0.256, 0.256, 0.227, 0.231, 0.233, 0.234, 0.218, -0.286, -0.553, 0.267, -0.850, 0.194, 0.197, 0.180]}


{"formula": "C19H20ClN3O3S", "method": "ωB97M-V/def2-TZVPD", "smiles": "Cc1nn(C)c(Oc2ccccc2)c1CCNS(=O)(=O)c1ccc(Cl)cc1", "spin_multiplicity": 1, "symbols": ["C", "C", "N", "N", "C", "C", "O", "C", "C", "C", "C", "C", "C", "C", "C", "C", "N", "S", "O", "O", "C", "C", "C", "C", "Cl", "C", "C", "H", "H", "H", "H", "H", "H", "H", "H", "H", "H", "H", "H", "H", "H", "H", "H", "H", "H", "H", "H"], "positions_angstrom": [[-0.0138, -1.3768, 2.6147], [1.3409, -1.0924, 2.0709], [2.3361, -0.6843, 2.8402], [3.3955, -0.5125, 2.0482], [4.6598, -0.0835, 2.5729], [3.0868, -0.8075, 0.7604], [4.0157, -0.7674, -0.2324], [4.4425, 0.4658, -0.6670], [5.5430, 0.4795, -1.5180], [6.0212, 1.6813, -2.0016], [5.4122, 2.8734, -1.6424], [4.3143, 2.8549, -0.8011], [3.8236, 1.6572, -0.3108], [1.7604, -1.1912, 0.7261], [0.9609, -1.6083, -0.4597], [-0.0335, -0.5126, -0.8689], [-1.0283, -0.9577, -1.8199], [-2.3029, -1.8379, -1.1861], [-1.8984, -2.6634, -0.0810], [-2.9530, -2.4567, -2.3009], [-3.3124, -0.5041, -0.5565], [-3.4717, -0.3385, 0.8051], [-4.2414, 0.7100, 1.2803], [-4.8405, 1.5731, 0.3729], [-5.8007, 2.8795, 0.9556], [-4.6840, 1.4013, -0.9972], [-3.9107, 0.3520, -1.4607], [-0.5870, -0.4522, 2.6949], [-0.5458, -2.0634, 1.9601], [0.0725, -1.8052, 3.6096], [4.6270, -0.2087, 3.6526], [4.8466, 0.9675, 2.3345], [5.4623, -0.6901, 2.1514], [6.0037, -0.4580, -1.7865], [6.8761, 1.6875, -2.6608], [5.7907, 3.8111, -2.0191], [3.8299, 3.7784, -0.5204], [2.9592, 1.6453, 0.3379], [0.3906, -2.5071, -0.2175], [1.6319, -1.8288, -1.2931], [-0.5873, -0.1710, 0.0081], [0.4960, 0.3438, -1.2990], [-0.6445, -1.4114, -2.6353], [-2.9992, -1.0388, 1.4756], [-4.3800, 0.8578, 2.3396], [-5.1643, 2.0804, -1.6836], [-3.7703, 0.1775, -2.5149]], "atomic_forces_ev_per_a": [[0.10, 0.07, 0.07], [0.41, 0.08, -0.30], [-0.27, 0.06, 0.71], [-0.12, -0.24, -0.74], [0.32, 0.18, 0.10], [-0.45, 0.00, 0.39], [-0.02, -0.22, 0.12], [0.17, 0.49, -0.23], [-0.19, -0.22, 0.17], [-0.02, 0.02, 0.02], [0.02, 0.15, -0.04], [0.08, 0.04, -0.07], [-0.17, -0.30, 0.11], [0.49, 0.06, -0.28], [-0.06, 0.17, 0.13], [0.31, -0.04, 0.29], [-0.79, -0.47, 0.06], [0.19, 0.37, -0.34], [-0.07, 0.30, 0.14], [-0.04, 0.16, -0.19], [0.35, -0.45, -0.03], [0.05, -0.11, 0.04], [-0.09, 0.11, -0.10], [0.21, -0.28, -0.03], [-0.13, 0.18, 0.08], [0.04, -0.07, 0.03], [-0.10, 0.09, -0.05], [-0.12, 0.02, 0.01], [-0.10, -0.05, 0.03], [-0.07, -0.05, 0.07], [0.00, -0.02, -0.07], [0.01, -0.07, 0.03], [-0.02, 0.03, 0.04], [0.06, -0.11, -0.03], [0.07, -0.01, -0.05], [0.03, 0.08, -0.03], [-0.04, 0.07, 0.02], [-0.05, -0.01, 0.07], [0.12, 0.01, -0.11], [-0.05, -0.05, -0.04], [0.18, 0.17, 0.08], [-0.09, -0.02, 0.14], [-0.14, -0.21, -0.22], [0.04, -0.04, 0.14], [-0.02, 0.02, 0.08], [-0.04, 0.05, -0.05], [-0.03, 0.08, -0.18]], "nbo_charge": [-0.657, 0.159, -0.279, -0.183, -0.413, 0.432, -0.475, 0.288, -0.262, -0.186, -0.238, -0.202, -0.263, -0.178, -0.446, -0.220, -0.862, 2.312, -0.949, -0.933, -0.361, -0.124, -0.250, -0.024, 0.025, -0.221, -0.163, 0.215, 0.236, 0.234, 0.236, 0.208, 0.214, 0.227, 0.217, 0.216, 0.216, 0.223, 0.244, 0.216, 0.205, 0.209, 0.405, 0.240, 0.235, 0.233, 0.243]}


{"formula": "C19H20ClN3O6S", "method": "ωB97M-V/def2-TZVPD", "smiles": "O=C(COC(=O)c1ccc[nH]c1=O)Nc1cc(S(=O)(=O)N2CCCCC2)ccc1Cl", "spin_multiplicity": 1, "symbols": ["O", "C", "C", "O", "C", "O", "C", "C", "C", "C", "N", "C", "O", "N", "C", "C", "C", "S", "O", "O", "N", "C", "C", "C", "C", "C", "C", "C", "C", "Cl", "H", "H", "H", "H", "H", "H", "H", "H", "H", "H", "H", "H", "H", "H", "H", "H", "H", "H", "H", "H"], "positions_angstrom": [[-4.4417, -2.7701, -1.1374], [-3.9620, -1.6678, -1.0663], [-4.7757, -0.4176, -1.4754], [-4.0601, 0.7750, -1.2112], [-4.3195, 1.4457, -0.0769], [-5.3428, 1.3351, 0.5520], [-3.1735, 2.2760, 0.3698], [-3.3578, 3.1862, 1.3801], [-2.2664, 3.8222, 1.9906], [-1.0068, 3.4399, 1.6238], [-0.8181, 2.5545, 0.6352], [-1.8386, 1.9803, -0.1058], [-1.5431, 1.2525, -1.0457], [-2.7046, -1.3274, -0.6709], [-1.6876, -1.9364, 0.0520], [-0.4848, -1.2193, 0.0734], [0.5726, -1.5863, 0.8683], [1.9562, -0.4582, 0.9827], [2.5134, -0.5252, 2.3007], [1.4933, 0.8478, 0.5491], [3.0519, -1.1428, -0.0694], [2.7471, -0.9622, -1.4742], [3.2193, 0.3934, -1.9999], [4.7073, 0.5736, -1.7069], [4.9585, 0.4120, -0.2089], [4.4521, -0.9526, 0.2552], [0.5161, -2.7400, 1.6297], [-0.6454, -3.4880, 1.5946], [-1.7536, -3.0874, 0.8485], [-3.1933, -4.0150, 1.0182], [-4.9827, -0.4575, -2.5471], [-5.7220, -0.4312, -0.9229], [-4.3652, 3.3830, 1.7174], [-2.4171, 4.5518, 2.7671], [-0.1199, 3.8209, 2.1077], [0.1168, 2.1773, 0.4438], [-2.4344, -0.3788, -0.9609], [-0.4042, -0.3143, -0.5077], [1.6680, -1.0699, -1.5904], [3.2394, -1.7731, -2.0220], [2.6501, 1.1773, -1.4991], [3.0272, 0.4545, -3.0720], [5.0380, 1.5588, -2.0401], [5.2818, -0.1785, -2.2542], [6.0221, 0.5048, 0.0158], [4.4185, 1.1868, 0.3395], [4.5376, -1.0544, 1.3371], [5.0161, -1.7567, -0.2286], [1.3501, -3.0147, 2.2531], [-0.7325, -4.3837, 2.1887]], "atomic_forces_ev_per_a": [[-0.24, 0.08, -0.28], [-0.25, 0.23, -0.20], [-0.51, -0.43, 0.12], [-0.08, 0.25, -0.28], [-0.31, -0.07, 0.31], [0.12, 0.07, -0.15], [0.07, 0.04, 0.14], [0.11, -0.27, -0.32], [0.22, 0.06, 0.04], [-0.35, 0.31, 0.27], [0.24, -0.13, -0.08], [-0.19, 0.09, 0.06], [0.39, 0.03, -0.34], [0.25, 0.64, -0.18], [0.35, -0.50, 0.36], [0.05, 0.06, -0.06], [0.13, 0.38, -0.11], [-0.16, -0.48, -0.02], [0.14, -0.25, 0.03], [0.12, -0.36, -0.26], [-0.71, 0.20, 0.74], [-0.34, 0.28, -0.52], [0.15, -0.16, -0.07], [-0.15, 0.19, 0.14], [0.09, -0.25, -0.18], [0.46, 0.34, 0.52], [0.09, -0.10, 0.10], [0.13, 0.14, -0.05], [0.05, 0.18, -0.14], [0.09, -0.14, 0.30], [0.05, 0.01, 0.15], [0.19, -0.08, -0.14], [-0.09, -0.02, 0.02], [0.07, 0.04, 0.09], [0.07, -0.02, -0.01], [-0.27, 0.12, 0.02], [-0.15, -0.21, 0.18], [-0.10, 0.04, -0.04], [0.02, -0.10, -0.22], [-0.10, 0.00, 0.05], [-0.01, 0.02, -0.11], [-0.05, 0.01, -0.01], [0.05, -0.04, -0.06], [0.08, 0.00, -0.06], [0.00, 0.03, 0.07], [0.06, 0.08, 0.06], [0.22, -0.10, -0.10], [-0.08, 0.00, 0.03], [0.07, -0.13, 0.13], [-0.01, -0.07, 0.06]], "nbo_charge": [-0.576, 0.666, -0.178, -0.502, 0.789, -0.585, -0.296, -0.048, -0.339, 0.104, -0.544, 0.643, -0.665, -0.673, 0.218, -0.253, -0.324, 2.329, -0.936, -0.998, -0.671, -0.227, -0.424, -0.399, -0.418, -0.229, -0.189, -0.212, -0.068, 0.056, 0.220, 0.239, 0.242, 0.234, 0.222, 0.466, 0.457, 0.270, 0.219, 0.204, 0.222, 0.214, 0.213, 0.192, 0.215, 0.206, 0.240, 0.199, 0.239, 0.234]}


{"formula": "C19H20ClN5O2", "method": "ωB97M-V/def2-TZVPD", "smiles": "Cc1nn(CC(=O)N2CCN(c3ccc(Cl)cc3)CC2)c(=O)c2cccn12", "spin_multiplicity": 1, "symbols": ["C", "C", "N", "N", "C", "C", "O", "N", "C", "C", "N", "C", "C", "C", "C", "Cl", "C", "C", "C", "C", "C", "O", "C", "C", "C", "C", "N", "H", "H", "H", "H", "H", "H", "H", "H", "H", "H", "H", "H", "H", "H", "H", "H", "H", "H", "H", "H"], "positions_angstrom": [[6.4753, -0.0473, 0.3913], [5.1072, -0.2882, 0.3271], [4.3217, 0.7803, 0.5646], [2.8905, 0.4705, 0.5954], [2.0132, 1.6720, 0.6863], [1.1197, 1.7959, -0.3623], [1.8033, 2.0227, -1.5946], [-0.2107, 1.9742, -0.1775], [-0.9354, 1.6716, 0.8575], [-2.4034, 1.9513, 0.8107], [-2.9505, 0.9820, -0.0832], [-4.0741, 0.4261, -0.3678], [-4.2404, -0.8935, -0.8632], [-5.5165, -1.7671, -0.7431], [-6.4719, -0.9364, 0.0744], [-7.9875, -1.8976, 0.2724], [-6.3681, 0.0214, 0.9473], [-5.0546, 0.6893, 0.7875], [-1.9136, 0.8377, -1.2865], [-1.0022, 1.8323, -1.2205], [2.2182, -0.8696, 0.2141], [0.9185, -0.8500, 0.4530], [3.0098, -1.9061, 0.2559], [2.8717, -3.0889, -0.3278], [4.1034, -3.6606, -0.4970], [5.1409, -2.7509, -0.2358], [4.4081, -1.3452, 0.0906], [6.5146, 1.0573, 0.4587], [7.0771, -0.7401, 1.0328], [6.9096, -0.3941, -0.6344], [2.6399, 2.4999, 1.0132], [1.4785, 1.4213, 1.7823], [-0.6845, 2.4859, 1.8673], [-0.7262, 0.5136, 1.3142], [-3.0176, 1.6831, 1.9478], [-2.7237, 2.8390, 0.5263], [-3.5997, -1.3926, -1.4967], [-5.7212, -2.6129, -1.3280], [-7.0899, 0.4138, 1.3619], [-4.9443, 1.7539, 1.2213], [-1.3366, -0.2597, -1.2805], [-2.4288, 0.4086, -2.0945], [-1.5775, 2.7830, -1.6369], [-0.4445, 1.7791, -2.2366], [1.9608, -3.5056, -0.2301], [4.3766, -4.8925, -0.7588], [6.0651, -2.6665, -0.3983]], "atomic_forces_ev_per_a": [[4.09, -1.10, -2.58], [-6.10, 4.91, 1.99], [-1.74, -1.34, -0.16], [1.62, -1.50, -1.92], [1.67, -3.28, 7.87], [2.23, 3.05, -8.74], [-4.68, -1.60, 6.20], [5.47, 0.58, -2.30], [-0.90, -1.05, 12.73], [-2.49, -5.77, 3.99], [6.52, 0.49, -5.24], [-6.12, -3.03, 7.05], [-4.75, -2.56, -0.56], [2.38, 9.33, 2.92], [-0.81, -8.54, -3.32], [-0.51, 0.16, -0.22], [11.74, 0.91, -4.45], [-1.66, 1.93, -1.89], [-2.96, -8.70, 3.77], [0.07, 6.47, -11.66], [-8.49, 8.89, 5.25], [4.72, -0.22, -2.15], [6.36, 1.67, -2.24], [1.30, -0.66, 1.47], [4.72, -3.57, -0.74], [-10.63, 2.64, 0.94], [0.83, -12.18, -1.40], [0.89, -0.81, 0.42], [-0.67, 1.14, 0.28], [-0.49, 1.00, 1.25], [0.00, 0.21, -0.98], [0.66, 0.76, -2.82], [-0.13, -2.42, -2.56], [-0.66, 3.16, -1.30], [2.31, 0.92, -3.04], [-0.90, 4.72, -0.85], [2.07, -0.50, -1.22], [-0.28, -0.95, -0.33], [-6.91, 3.62, 4.77], [-0.24, -2.03, -0.33], [-0.72, 2.14, 1.43], [-1.08, 1.56, -2.00], [0.93, -0.68, 1.73], [0.09, -0.27, 1.83], [-2.92, -1.72, -0.49], [-1.06, 4.12, 0.67], [7.26, 0.06, -1.09]], "nbo_charge": [-0.663, 0.346, -0.243, -0.242, -0.318, 0.662, -0.650, -0.469, -0.213, -0.189, -0.421, 0.163, -0.245, -0.191, 0.016, -0.108, -0.248, -0.227, -0.259, -0.270, 0.596, -0.665, 0.065, -0.233, -0.231, -0.005, -0.331, 0.282, 0.246, 0.226, 0.282, 0.215, 0.194, 0.272, 0.219, 0.189, 0.197, 0.235, 0.208, 0.198, 0.198, 0.254, 0.192, 0.295, 0.248, 0.251, 0.178]}


E per entry: -59910.3421 -53997.5032 -60141.3722 -44078.1196 eV
Molecular weight per entry: 410.53 405.91 453.90 385.85 g mol⁻¹
Energy relative to the best compared isomer or geometry (same formula, charge and spin) per entry: 0.00 192.61 60.86 1716.73 kJ/mol